Entry 1:
C5H7NO in the gas phase. Source: the OMol25 dataset; level of theory: the ωB97M-V functional and the def2-TZVPD basis.

Structure (XYZ):
```
14
Properties=species:S:1:pos:R:3
C 0.24277 0.24722 -2.35668
C 0.13647 -0.28377 -0.97167
C 0.58758 -1.38122 -0.31802
N 0.38639 -1.22532 1.06382
C -0.18877 -0.07064 1.12522
C -0.67036 0.64892 2.33365
O -0.34710 0.56653 -0.00671
H 0.77116 -0.59026 -2.85408
H 0.88067 1.14963 -2.39464
H -0.68024 0.52928 -2.81772
H 1.17790 -2.18074 -0.70509
H -1.73674 0.76740 2.27182
H -0.35122 0.14881 3.24623
H -0.20851 1.67415 2.38387
```

Properties
Energy, eV: -8835.7915
SMILES string: Cc1cnc(C)o1

Löwdin population analysis, charges in e, atoms 1 to 5: atom 1 (C): -0.017, atom 2 (C): -0.302, atom 3 (C): -0.073, atom 4 (N): 0.135, atom 5 (C): -0.466

Entry 2:
A molecular structure, C5H7NO. Source: the OMol25 dataset; level of theory: the ωB97M-V functional and the def2-TZVPD basis.

Structure (XYZ):
```
14
Properties=species:S:1:pos:R:3
C 0.09650 0.27238 1.66400
C 0.60052 0.27982 -0.31893
C 0.36177 -0.43838 -1.59109
C -0.96433 -0.11727 -1.57335
C -0.51580 -0.20244 0.41055
H -0.09821 -0.43333 2.54177
H -0.11678 1.36130 2.17964
H 1.56366 -0.96282 1.02919
H 0.50626 1.41889 -0.39744
H 0.99576 -0.28702 -2.65373
H -1.90808 -0.17628 -2.12030
H -0.41338 -1.24492 0.39478
N 1.52373 0.17121 0.88563
O -1.63162 0.35887 -0.45073
```

Properties
Energy, eV: -8829.4697

Löwdin population analysis, charges in e, atoms 1 to 5: atom 1 (C): -0.121, atom 2 (C): -0.434, atom 3 (C): -0.011, atom 4 (C): -0.169, atom 5 (C): -0.357

Entry 3:
C5H7NO in the gas phase. Source: the OMol25 dataset; level of theory: the ωB97M-V functional and the def2-TZVPD basis.

Structure (XYZ):
```
14
Properties=species:S:1:pos:R:3
C -0.37064 -0.94725 1.63760
C -0.27659 -0.03327 0.46364
C 0.15549 -0.15226 -0.80775
N 0.56279 -1.17012 -1.63252
C 0.12398 1.32094 -1.11066
O 0.83979 2.03178 -0.10106
C -0.36873 1.46958 0.34675
H 0.36644 -0.69439 2.41044
H -0.19515 -1.98578 1.33598
H -1.35886 -0.90895 2.11294
H 0.82754 -2.03072 -1.17312
H 1.19838 -0.89244 -2.36676
H -0.38868 1.84829 -1.89217
H -1.11577 2.14458 0.77667
```

Properties
Energy, eV: -8832.6861
SMILES string: CC1=C(N)[C@@H]2O[C@H]12

Löwdin population analysis, charges in e, atoms 1 to 5: atom 1 (C): -0.051, atom 2 (C): -0.188, atom 3 (C): -0.263, atom 4 (N): 0.121, atom 5 (C): -0.129

Values for relative energy (zero: lowest compared OMol25 entry of this formula, charge and spin), eV, ordered as above
0.411 6.733 3.517
Values for Kohn-Sham gap, eV, ordered as above
9.8 10.3 8.7
Values for E_HOMO, eV, ordered as above
-8.84 -9.25 -7.70